No. 1
Below is the ion C3H7N2S with charge +1 at a distorted geometry, with properties calculated with the ωB97M-V functional and the def2-TZVPD basis.

Output
Energy relative to the best compared isomer or geometry (same formula, charge and spin)   2.969 eV
DFT total energy   -625.8631 Eh
Charge   +1
Gap between HOMO and LUMO   10.456 eV
F_max   6.412 eV Å⁻¹

The geometry in XYZ format:
```
13
Properties=species:S:1:pos:R:3:forces:R:3:nbo_charge:R:1
C -0.396 0.505 -0.253 -2.6458 -5.1321 2.7884 0.360
C -2.037 -0.959 0.221 -0.0775 0.4831 0.0660 -0.296
C 1.979 0.459 -0.193 1.0579 0.5892 -2.8443 -0.415
N -0.609 -1.096 0.412 2.3573 4.4385 -1.8676 -0.587
N 0.695 1.001 -0.609 1.3656 1.1473 0.2306 -0.511
S -2.084 0.861 -0.261 0.7809 -0.9436 -0.9487 0.401
H -2.344 -1.749 -0.493 -0.5981 1.0164 0.3980 0.257
H -2.488 -0.867 1.171 -1.2698 -1.0202 0.7700 0.223
H 2.738 0.896 -0.933 -0.8604 -0.6086 1.4685 0.245
H 2.128 0.734 0.809 0.6739 0.1165 1.2685 0.229
H 1.908 -0.576 -0.399 0.3239 -1.2303 0.3421 0.243
H -0.303 -1.167 1.409 -0.2778 0.4749 -1.0522 0.404
H 0.813 1.957 -0.881 -0.8302 0.6688 -0.6193 0.446
```
Forces are in eV/Å.


No. 2
Below is a cluster of 2 separate species, C3H7N2S in total at a distorted geometry, with properties calculated with the ωB97M-V functional and the def2-TZVPD basis.

Output
Energy relative to the best compared isomer or geometry (same formula, charge and spin)   8.090 eV
DFT total energy   -625.6749 Eh
Charge   +1
Gap between HOMO and LUMO (alpha / beta)   3.852 / 7.051 eV
F_max   3.866 eV Å⁻¹

The geometry in XYZ format:
```
13
Properties=species:S:1:pos:R:3:forces:R:3:nbo_charge:R:1
C -1.845 -0.093 1.551 -0.6709 0.1476 1.5044 -0.190
C -0.645 -0.051 1.108 2.8951 1.7087 1.8035 0.024
C -2.141 0.353 -0.925 1.4225 1.9501 1.5076 -0.433
N 4.527 -0.008 -0.189 0.0135 -0.0023 0.4947 -0.827
N -1.626 -0.453 0.158 -1.2655 -1.7763 -1.8933 -0.404
S 3.035 0.321 -0.543 -0.4564 0.5328 -0.3627 0.597
H -2.670 -0.244 2.249 0.4180 0.3277 -0.5066 0.271
H -1.922 1.355 -0.576 -0.1758 0.3800 -0.3010 0.224
H -1.919 0.287 -1.944 1.9356 -0.9864 -1.3670 0.237
H -3.137 0.235 -0.988 -3.8247 -0.3137 0.4647 0.217
H 5.349 0.642 -0.293 -1.0940 -0.9584 0.2155 0.449
H 4.578 -0.909 0.294 1.1695 0.3626 -0.1925 0.436
H -1.584 -1.436 0.098 -0.3670 -1.3725 -1.3673 0.399
```
Forces are in eV/Å.


No. 3
Below is a cluster of 2 separate species, C3H7N2S in total at a distorted geometry, with properties calculated with the ωB97M-V functional and the def2-TZVPD basis.

Output
Energy relative to the best compared isomer or geometry (same formula, charge and spin)   1.382 eV
DFT total energy   -625.9214 Eh
Charge   +1
Gap between HOMO and LUMO   7.084 eV
F_max   1.522 eV Å⁻¹

The geometry in XYZ format:
```
13
Properties=species:S:1:pos:R:3:forces:R:3:nbo_charge:R:1
C -1.127 -1.146 0.523 0.5872 0.5893 0.1309 0.246
C -0.443 -0.833 1.807 -0.3642 -0.4544 0.2835 -0.354
C 0.232 0.435 0.093 0.5015 0.1724 1.4265 0.384
N -0.696 -0.383 -0.431 -1.0576 -0.8392 -0.6148 -0.416
N 0.421 0.229 1.378 0.1696 0.3837 -0.6518 -0.444
S 0.328 0.700 -3.176 -0.1126 -0.0810 -0.0917 -0.319
H -1.880 -1.895 0.365 -0.2108 -0.2235 0.0115 0.250
H -1.135 -0.516 2.598 0.0134 0.0333 -0.1169 0.298
H 0.117 -1.687 2.205 0.0280 0.0115 -0.0639 0.298
H 0.748 1.169 -0.501 0.2172 0.1986 -0.0529 0.268
H 1.143 0.520 -4.212 0.2436 -0.0206 -0.1441 0.169
H 1.057 0.731 1.982 0.0565 0.0545 -0.0777 0.460
H -0.092 1.874 -3.647 -0.0720 0.1754 -0.0386 0.162
```
Forces are in eV/Å.


No. 4
Below is the ion C3H7N2S with charge +1 at a distorted geometry, with properties calculated with the ωB97M-V functional and the def2-TZVPD basis.

Output
Energy relative to the best compared isomer or geometry (same formula, charge and spin)   0.966 eV
DFT total energy   -625.8180 Eh
Multiplicity   3
Charge   +1
Gap between HOMO and LUMO (alpha / beta)   6.990 / 8.852 eV
F_max   6.186 eV Å⁻¹

The geometry in XYZ format:
```
13
Properties=species:S:1:pos:R:3:forces:R:3:nbo_charge:R:1
C -0.242 -0.179 0.615 -0.9815 0.7835 0.7037 0.554
C -0.345 0.696 -0.620 2.8882 -0.1442 2.3046 -0.485
C 0.814 0.190 -1.436 -0.2989 -0.8148 -3.2455 -0.641
N 1.005 -0.465 0.882 -3.6118 -2.2630 4.4829 -0.777
N -1.274 -0.526 1.386 2.4117 -0.7066 1.7848 -0.715
S 2.232 0.076 -0.314 3.4824 1.0234 -3.5774 0.706
H -1.232 0.675 -1.078 -3.5284 -0.3379 -1.7987 0.247
H -0.143 1.762 -0.347 -0.1543 -0.8127 0.0906 0.266
H 0.649 -0.861 -2.000 0.2613 1.8963 1.8057 0.283
H 0.922 0.843 -2.368 0.7139 -0.5104 1.6161 0.286
H 1.053 -1.020 1.785 0.8950 0.7164 -1.2385 0.424
H -2.163 -0.329 1.112 -2.8841 0.8967 -1.2576 0.412
H -1.276 -0.862 2.384 0.8064 0.2733 -1.6706 0.439
```
Forces are in eV/Å.


No. 5
Below is an isolated molecule of C3H7N3 at a distorted geometry, with properties calculated with the ωB97M-V functional and the def2-TZVPD basis.

Output
Energy relative to the best compared isomer or geometry (same formula, charge and spin)   4.572 eV
DFT total energy   -282.6062 Eh
Charge   0
Gap between HOMO and LUMO   8.162 eV
F_max   4.040 eV Å⁻¹

The geometry in XYZ format:
```
13
Properties=species:S:1:pos:R:3:forces:R:3:nbo_charge:R:1
C -1.614 -1.228 0.149 -3.0285 -1.5486 -0.6031 -0.369
C 0.733 0.219 -0.197 3.5354 -1.9439 -0.2149 0.061
C 2.254 0.590 0.010 -1.2316 -2.3450 1.7317 -0.652
N -0.025 1.125 0.231 0.0457 -0.1579 0.0101 -0.288
N -1.314 1.086 -0.063 -2.6058 2.4809 -0.1571 -0.209
N -1.986 -0.009 -0.146 2.7897 0.6514 1.0206 -0.208
H -0.781 -1.532 0.755 0.1969 0.2407 -0.3564 0.224
H -2.499 -1.840 -0.059 0.7914 -0.5689 0.7130 0.191
H 0.428 -0.761 -0.694 0.4590 1.5976 0.4835 0.177
H 2.098 1.470 0.602 0.6963 0.6540 0.2209 0.234
H 2.734 0.791 -0.911 0.5410 0.2584 -0.9626 0.213
H 2.907 -0.173 0.622 -1.4725 1.2220 -1.2584 0.206
H -2.934 0.262 -0.299 -0.7170 -0.5406 -0.6273 0.419
```
Forces are in eV/Å.


No. 6
Below is a cluster of 2 separate species, C3H7N3 in total at a distorted geometry, with properties calculated with the ωB97M-V functional and the def2-TZVPD basis.

Output
Energy relative to the best compared isomer or geometry (same formula, charge and spin)   3.936 eV
DFT total energy   -282.6296 Eh
Charge   0
Gap between HOMO and LUMO   9.271 eV
F_max   4.821 eV Å⁻¹

The geometry in XYZ format:
```
13
Properties=species:S:1:pos:R:3:forces:R:3:nbo_charge:R:1
H 1.771 0.353 2.112 0.0248 -1.1920 -2.4885 0.323
N 1.489 0.221 1.049 -0.1293 -1.7573 -0.2294 -0.357
N 1.680 -0.953 0.585 1.1169 3.0057 3.6005 -0.128
C 1.147 -1.258 -0.672 -1.8450 1.4392 -2.6662 -0.482
H 1.795 -1.621 -1.462 0.8879 -0.4126 0.6409 0.227
H 0.462 -2.041 -0.424 -0.5649 -0.7802 -0.2078 0.226
H 0.553 -0.475 -1.253 0.6537 -0.4711 1.3437 0.193
C -1.458 1.172 -0.931 0.6604 -0.8395 -4.6067 -0.697
C -1.728 1.032 0.294 0.4979 -0.3865 0.4964 0.448
N -1.849 1.074 1.466 -0.4138 0.5285 3.7336 -0.640
H -2.068 0.680 -1.724 0.4777 0.6077 0.7925 0.241
H -0.397 1.363 -1.179 -0.9043 0.4569 0.1856 0.253
H -1.400 0.453 2.138 -0.4620 -0.1988 -0.5945 0.393
```
Forces are in eV/Å.


No. 7
Below is a structure of composition C3H7N3 at a distorted geometry, with properties calculated with the ωB97M-V functional and the def2-TZVPD basis.

Output
Energy relative to the best compared isomer or geometry (same formula, charge and spin)   5.745 eV
DFT total energy   -282.5631 Eh
Charge   0
Gap between HOMO and LUMO (alpha / beta)   8.397 / 6.653 eV
F_max   6.288 eV Å⁻¹

The geometry in XYZ format:
```
13
Properties=species:S:1:pos:R:3:forces:R:3:nbo_charge:R:1
N 1.387 0.027 -0.397 3.3795 1.2711 -0.2933 -0.275
C 0.308 -0.573 0.029 -3.5074 1.3201 1.2735 0.443
N 2.591 -0.221 0.142 -1.4400 -0.9873 0.3711 -0.543
C -0.946 0.895 0.153 6.1939 0.2389 -1.0565 -0.531
C -2.178 0.648 -0.339 -2.7288 -0.7093 -1.0432 -0.361
N 0.032 -1.763 0.288 0.8504 -1.1978 -0.8932 -0.708
H -0.082 1.355 -0.522 -2.3526 -0.1904 0.6921 0.254
H 3.414 0.199 -0.260 -0.3395 -0.1338 -0.1395 0.395
H 2.633 -1.050 0.734 0.4655 0.2896 -0.1506 0.379
H -0.941 -2.024 0.204 -0.3027 0.3530 0.8612 0.369
H -0.818 1.421 1.095 -0.2138 -0.2601 0.3001 0.214
H -2.326 -0.025 -1.172 0.0518 0.1622 -0.2546 0.178
H -3.074 1.111 0.044 -0.0563 -0.1562 0.3328 0.186
```
Forces are in eV/Å.


No. 8
Below is an isolated molecule of C3H7N3 at a distorted geometry, with properties calculated with the ωB97M-V functional and the def2-TZVPD basis.

Output
Energy relative to the best compared isomer or geometry (same formula, charge and spin)   3.990 eV
DFT total energy   -282.6276 Eh
Charge   0
Gap between HOMO and LUMO   9.342 eV
F_max   6.260 eV Å⁻¹

The geometry in XYZ format:
```
13
Properties=species:S:1:pos:R:3:forces:R:3:nbo_charge:R:1
H -1.354 0.560 -1.998 -1.0463 0.4097 0.1137 0.338
N -0.980 -0.265 -2.440 4.4639 -1.1548 3.5912 -0.680
C -0.052 -0.651 -1.502 -1.4155 -2.1993 -5.0356 0.272
N 0.114 -0.308 -0.214 0.7108 1.3027 0.7243 -0.278
C 0.802 -0.891 0.946 0.1893 -2.2499 -3.4442 -0.466
N -0.534 0.784 0.011 -2.4291 0.1043 -3.0798 -0.233
C -0.509 1.457 1.009 0.1350 4.5689 4.2765 -0.144
H 0.709 -1.420 -1.779 -0.9307 0.2215 -0.0872 0.158
H -0.163 -1.461 1.351 2.8579 1.0800 0.6718 0.246
H 1.515 -1.656 0.290 -1.3550 1.5837 2.7182 0.228
H 1.365 -0.006 1.457 -1.0457 -2.3541 -0.4231 0.237
H 0.159 1.455 1.874 -0.0560 -0.8472 0.0874 0.145
H -1.071 2.403 0.994 -0.0786 -0.4656 -0.1133 0.176
```
Forces are in eV/Å.


No. 9
Below is an isolated molecule of C3H7N3, with properties calculated with the ωB97M-V functional and the def2-TZVPD basis.

Output
Energy relative to the best compared isomer or geometry (same formula, charge and spin)   2.487 eV
DFT total energy   -282.6829 Eh
Charge   0
Gap between HOMO and LUMO   7.468 eV
F_max   0.436 eV Å⁻¹

The geometry in XYZ format:
```
13
Properties=species:S:1:pos:R:3:forces:R:3:nbo_charge:R:1
C 1.329 0.204 -0.046 -0.2801 -0.1996 0.0269 0.406
N 0.320 -0.995 0.137 -0.0522 0.4309 0.0414 -0.693
N -1.959 0.365 -0.340 -0.0101 -0.0637 -0.0431 -0.814
C 0.328 1.153 0.071 0.0868 -0.0294 0.0024 -0.580
C -0.820 0.305 0.423 0.2439 -0.3505 -0.0042 0.200
N 2.593 0.103 -0.186 -0.1155 -0.0549 -0.0196 -0.801
H 0.555 -1.642 0.891 -0.0100 0.1085 -0.0877 0.389
H 0.114 -1.507 -0.717 0.0387 0.0807 0.0461 0.394
H 2.915 -0.842 -0.365 -0.0654 0.0285 0.0422 0.335
H -1.869 0.669 -1.297 0.0062 -0.0304 0.0847 0.393
H -2.795 -0.132 -0.077 0.1220 0.0521 -0.0255 0.383
H 0.372 2.228 0.038 -0.0002 -0.0059 0.0100 0.227
H -1.083 0.092 1.468 0.0359 0.0338 -0.0735 0.161
```
Forces are in eV/Å.


No. 10
Below is a structure of composition C3H7N3 at a distorted geometry, with properties calculated with the ωB97M-V functional and the def2-TZVPD basis.

Output
Energy relative to the best compared isomer or geometry (same formula, charge and spin)   4.755 eV
DFT total energy   -282.5995 Eh
Charge   0
Gap between HOMO and LUMO   9.478 eV
F_max   5.188 eV Å⁻¹

The geometry in XYZ format:
```
13
Properties=species:S:1:pos:R:3:forces:R:3:nbo_charge:R:1
C 0.344 -1.397 -1.742 -0.3768 1.8750 4.8223 0.155
C -1.124 1.356 0.842 0.3262 -0.0185 -0.1359 -0.605
C 0.171 0.780 0.277 0.1380 0.7475 0.0677 -0.257
N 1.189 -2.076 -1.085 0.0749 -0.4743 -0.3503 -0.245
N 1.194 -1.424 0.097 0.2988 0.7492 -0.0474 -0.306
N -0.009 -0.605 -0.048 0.2392 -2.5355 -3.5585 -0.334
H -0.160 -1.355 -2.671 -0.2260 -0.1174 -0.6271 0.214
H -1.897 1.377 0.079 -0.1237 0.0024 -0.0558 0.206
H -0.954 2.370 1.196 -0.0655 0.1307 0.0276 0.207
H -1.472 0.743 1.669 -0.0695 -0.0489 0.1070 0.210
H 0.970 0.840 1.029 -0.0755 -0.0039 -0.1206 0.201
H 0.495 1.373 -0.590 0.0852 -0.0790 0.2083 0.187
H 1.253 -1.981 0.947 -0.2254 -0.2270 -0.3375 0.367
```
Forces are in eV/Å.